1.
Here is one molecule with the formula C15H18O5 from the Open Molecules 2025 dataset. Energies are from ωB97M-V with the def2-TZVPD basis set.

```
38
Properties=species:S:1:pos:R:3:lowdin_charge:R:1
C -2.065 -1.738 -1.149 -0.1039
C -0.761 -1.696 -0.492 -0.2116
C -0.053 -3.082 -0.725 -0.3874
O -0.459 -3.906 -1.522 0.1127
C 1.255 -3.199 -0.210 -0.1204
C 2.195 -2.133 -0.871 -0.0836
C 1.593 -0.745 -0.511 -0.1165
C 2.286 0.065 0.410 0.0721
C 1.714 1.299 0.904 -0.3256
O 2.485 2.046 1.479 0.1124
C 0.378 1.881 0.578 -0.1501
C -0.528 2.027 1.841 -0.2768
C -2.003 2.480 1.613 -0.1675
O -1.973 3.742 0.981 -0.0332
C -0.004 3.048 2.931 -0.0181
O -0.322 1.636 3.172 -0.0145
O 0.097 2.181 -0.774 0.0682
C -0.420 0.910 -0.427 -0.1014
C 0.182 -0.464 -0.990 -0.2847
C 0.158 -0.272 -2.504 -0.0113
H -1.939 -1.811 -2.303 0.1216
H -2.850 -1.047 -0.904 0.0714
H -2.592 -2.704 -0.852 0.1135
H -1.120 -1.602 0.570 0.1709
H 1.649 -4.181 -0.456 0.1251
H 1.289 -3.216 0.878 0.1391
H 3.245 -2.139 -0.485 0.1188
H 2.308 -2.272 -1.986 0.1384
H 3.305 -0.314 0.828 0.1590
H -2.608 2.627 2.570 0.1610
H -2.586 1.865 0.942 0.1076
H -1.490 3.547 0.205 0.0506
H 0.886 3.089 3.569 0.1248
H -0.614 3.881 3.096 0.0790
H -1.411 1.001 -0.628 0.1061
H 1.103 0.247 -2.847 0.1292
H -0.562 0.206 -2.941 0.0250
H 0.237 -1.257 -2.987 0.1001
```

SMILES: C[C@H]1C(=O)CCC2=CC(=O)[C@@]3([C@]4(CO)CO4)O[C@H]3[C@@]21C
Energy relative to the best compared isomer or geometry (same formula, charge and spin): 182.2 kcal/mol
Spin multiplicity: 1
Orbital gap: 9.01 eV
Total energy: -958.30347 Eh


2.
Here is C15H19B3BrCl45O4P2S as an isolated structure from the Open Molecules 2025 dataset. Energies are from ωB97M-V with the def2-TZVPD basis set.

```
90
Properties=species:S:1:pos:R:3:lowdin_charge:R:1
O 3.077 -1.887 -0.303 -0.4015
P 2.341 -3.395 -0.249 0.6554
Br 0.096 -3.054 -0.257 0.2918
B 2.669 -4.222 1.469 -0.9575
O 1.669 -4.776 2.294 0.1334
B 2.021 -6.073 2.714 -0.2716
O 3.371 -6.497 2.880 0.1989
B 4.156 -5.814 1.962 -0.7533
P 5.341 -6.593 0.681 0.4397
S 4.181 -7.447 -0.666 0.1288
O 4.017 -4.411 1.962 0.0044
H 3.873 -1.944 -0.837 -0.0343
H 1.212 -6.898 2.976 0.1216
H 6.280 -7.513 1.219 -0.0199
H 6.059 -5.497 0.107 -0.1226
C -3.503 -3.392 -1.710 -1.5421
Cl -4.885 -2.509 -2.368 0.5273
Cl -2.917 -2.631 -0.229 0.4577
Cl -3.925 -5.076 -1.413 0.5000
H -2.704 -3.367 -2.443 -0.0014
C -7.803 1.247 0.717 -1.5414
Cl -6.279 2.110 0.482 0.5365
Cl -8.043 0.868 2.423 0.5305
Cl -9.156 2.195 0.093 0.5086
H -7.756 0.318 0.166 0.0126
C -3.366 3.531 -1.637 -1.5201
Cl -2.699 2.242 -2.640 0.5352
Cl -2.175 4.080 -0.455 0.4890
Cl -3.926 4.879 -2.645 0.4964
H -4.218 3.139 -1.095 -0.0448
C -1.604 -1.210 3.424 -1.5622
Cl -1.834 0.295 2.526 0.5306
Cl -3.105 -2.139 3.473 0.5052
Cl -0.303 -2.167 2.711 0.5083
H -1.327 -0.960 4.439 -0.0658
C -11.401 5.809 0.476 -1.5424
Cl -11.322 7.524 0.068 0.5320
Cl -12.909 5.441 1.322 0.5380
Cl -11.247 4.817 -0.975 0.5122
H -10.575 5.578 1.136 0.0132
C -1.623 -7.255 -3.700 -1.5358
Cl -1.143 -5.968 -2.590 0.4997
Cl -3.099 -6.814 -4.565 0.5170
Cl -0.321 -7.613 -4.838 0.5276
H -1.822 -8.147 -3.120 0.0151
C -2.742 -1.841 7.326 -1.5177
Cl -2.974 -0.337 6.427 0.5479
Cl -4.237 -2.778 7.367 0.5328
Cl -1.429 -2.794 6.622 0.5420
H -2.470 -1.590 8.343 0.0119
C 4.113 -1.079 3.729 -1.4432
Cl 3.300 0.491 3.794 0.5335
Cl 3.263 -2.214 2.664 0.7722
Cl 5.784 -0.890 3.190 0.5467
H 4.122 -1.491 4.729 0.0215
C -1.479 8.265 -0.137 -1.5135
Cl -2.188 9.882 -0.064 0.5284
Cl -2.513 7.173 -1.062 0.4651
Cl 0.144 8.335 -0.832 0.5134
H -1.399 7.883 0.873 0.0174
C 1.134 5.443 -3.050 -1.5246
Cl -0.630 5.451 -3.082 0.4868
Cl 1.701 5.327 -1.383 0.4785
Cl 1.781 4.113 -4.021 0.5294
H 1.487 6.375 -3.473 0.0144
C -15.271 5.660 4.347 -1.5616
Cl -16.710 6.600 3.943 0.5218
Cl -14.362 6.439 5.646 0.5207
Cl -15.710 4.010 4.796 0.5205
H -14.638 5.616 3.471 -0.0528
C 7.397 -2.171 -1.761 -1.5366
Cl 6.920 -3.746 -1.113 0.5635
Cl 5.975 -1.256 -2.281 0.5646
Cl 8.317 -1.260 -0.563 0.5232
H 8.028 -2.335 -2.621 -0.0535
C 11.118 -0.792 -3.902 -1.5172
Cl 9.370 -0.761 -4.155 0.5561
Cl 11.512 -1.019 -2.192 0.5209
Cl 11.860 -2.057 -4.882 0.5190
H 11.520 0.162 -4.218 0.0156
C 4.082 5.694 1.894 -1.5454
Cl 3.669 4.131 2.603 0.5169
Cl 2.620 6.565 1.421 0.4877
Cl 5.038 6.664 3.018 0.5260
H 4.678 5.512 1.009 0.0142
C 11.246 -2.918 -9.153 -1.5473
Cl 12.615 -3.610 -8.275 0.5107
Cl 9.966 -2.443 -8.034 0.5065
Cl 11.766 -1.540 -10.126 0.5223
H 10.852 -3.675 -9.818 0.0115
```

Spin multiplicity: 1
Orbital gap: 7.95 eV
Total energy: -25322.15083 Eh